DFT (ωB97M-V with the def2-TZVPD basis set) results for 3 unconnected molecules or ions with the total composition C22H32Cl2F16NO5S.

ORCA input file:
```
! RIJCOSX wB97M-V def2-TZVPD def2/J DEFGRID3
* xyz 1 1
C -2.473 1.692 -0.565
C -1.667 0.454 -0.253
Cl -2.024 -0.030 1.425
C -1.998 -0.630 -1.224
C -1.139 -1.881 -1.084
C -0.940 -2.506 -2.440
N -0.253 -3.812 -2.196
C -1.296 -4.780 -1.724
C -1.964 -4.324 -0.410
O -3.370 -4.374 -0.625
C -1.709 -5.379 0.677
C -1.637 -4.840 2.099
C -0.222 -4.533 2.642
C 0.919 -4.572 1.635
S 1.905 -3.079 1.574
O 3.037 -3.162 2.400
O 1.088 -1.944 1.702
Cl 2.590 -3.134 -0.390
C -1.625 -2.879 0.004
H -2.218 2.092 -1.523
H -2.278 2.400 0.215
H -3.511 1.430 -0.496
H -0.628 0.718 -0.322
H -3.053 -0.848 -1.209
H -1.769 -0.209 -2.191
H -0.167 -1.541 -0.777
H -0.278 -1.880 -3.010
H -1.843 -2.664 -2.998
H 0.193 -4.168 -3.034
H 0.441 -3.643 -1.466
H -0.871 -5.760 -1.656
H -2.022 -4.834 -2.507
H -3.599 -3.944 -1.455
H -2.500 -6.094 0.593
H -0.808 -5.929 0.472
H -2.272 -3.980 2.173
H -2.076 -5.562 2.753
H -0.244 -3.572 3.120
H 0.026 -5.220 3.423
H 0.659 -4.768 0.614
H 1.632 -5.319 1.922
H -0.928 -2.812 0.811
H -2.542 -2.486 0.380
C 4.687 -0.372 4.712
C 3.441 0.020 5.516
C 2.413 0.898 4.803
F 2.950 2.089 4.461
F 1.375 1.125 5.644
F 3.812 0.594 6.678
F 2.796 -1.145 5.827
O 5.847 0.394 4.934
C 6.026 1.557 4.243
C 6.088 2.752 5.192
F 4.937 2.850 5.888
F 6.245 3.880 4.463
F 5.076 1.724 3.299
F 7.218 1.475 3.612
H 4.957 -1.369 5.050
H 4.467 -0.476 3.649
H 2.034 0.398 3.906
H 6.924 2.642 5.887
C -2.435 7.079 -4.226
C -2.007 7.013 -5.697
C -2.859 6.134 -6.610
F -2.821 4.844 -6.196
F -2.358 6.194 -7.865
F -0.712 6.636 -5.773
F -2.099 8.278 -6.188
O -1.739 6.219 -3.349
C -2.148 4.932 -3.216
C -1.047 3.980 -3.684
F -0.758 4.209 -4.976
F -1.463 2.682 -3.578
F -3.303 4.703 -3.871
F -2.377 4.710 -1.898
H -2.180 8.080 -3.887
H -3.514 6.984 -4.113
H -3.896 6.481 -6.628
H -0.141 4.114 -3.090
*
```

## Properties
electronic energy = -114413.4934 eV